Version a
C7H21N7O14 | ωB97M-V/def2-TZVPD

Positions of all 49 atoms, in Å:
C: -2.2893 -23.2011 25.1081
N: -3.5540 -22.6865 24.5322
O: -4.0362 -21.7700 25.1746
O: -3.9587 -23.0742 23.4535
H: -1.8421 -22.5996 25.8996
H: -1.5202 -23.5350 24.4116
H: -2.3717 -24.1075 25.7079
C: 0.2559 -28.8274 20.8368
N: 1.6451 -29.1895 21.2884
O: 2.2856 -28.2297 21.6878
O: 2.0021 -30.3955 21.2467
H: 0.3294 -28.0550 20.0713
H: -0.3765 -28.3768 21.6018
H: -0.1545 -29.6819 20.2986
C: -2.0402 -15.2533 24.7707
N: -1.9555 -15.3302 23.2414
O: -0.8549 -15.4056 22.7412
O: -3.0049 -15.5098 22.7083
H: -2.5286 -14.3256 25.0688
H: -1.1091 -15.3850 25.3219
H: -2.6934 -16.0513 25.1236
C: -9.2667 -18.0184 21.6209
N: -10.2396 -19.1452 21.3871
O: -11.0132 -19.3702 22.2750
O: -10.1852 -19.8209 20.3257
H: -9.9206 -17.1636 21.7933
H: -8.7612 -17.9610 20.6569
H: -8.6113 -18.0287 22.4918
C: -2.8718 -29.1548 30.2788
N: -1.6128 -29.2152 29.5299
O: -1.4933 -30.1894 28.7582
O: -0.7863 -28.3709 29.6772
H: -2.7099 -28.5424 31.1658
H: -3.0421 -30.1751 30.6226
H: -3.5977 -28.8475 29.5260
C: 6.1439 -23.8269 26.5329
N: 5.4421 -22.6446 27.2169
O: 4.5205 -22.9842 27.8922
O: 5.8085 -21.4676 27.0650
H: 7.2103 -23.8596 26.7559
H: 6.1347 -23.6261 25.4616
H: 5.5924 -24.7530 26.6950
C: -8.2776 -27.5986 22.8196
N: -7.8451 -27.3172 24.1955
O: -6.6792 -27.4078 24.5174
O: -8.6638 -26.7784 24.9316
H: -7.3698 -27.9211 22.3098
H: -8.4918 -26.6409 22.3452
H: -9.0547 -28.3541 22.7037

Values from the calculation:
highest occupied orbital energy = -0.40585 hartree
net charge = 0

---

Version b
C7H21N7O14 | ωB97M-V/def2-TZVPD

Positions of all 49 atoms, in Å:
C: 0.8109 0.0066 0.1466
N: -0.3391 0.3163 -0.7725
O: -0.5557 -0.5636 -1.5175
O: -0.7861 1.4089 -0.9086
H: 0.8937 0.9642 0.6606
H: 1.7851 -0.1084 -0.3288
H: 0.5312 -0.7227 0.9069
C: 2.6387 -1.8571 -0.7678
N: 2.1643 -2.6453 0.3968
O: 2.0151 -2.1124 1.4659
O: 1.7838 -3.7832 0.0832
H: 1.9149 -1.9566 -1.5767
H: 3.5812 -2.2401 -1.1590
H: 2.8067 -0.8113 -0.5104
C: -3.2585 -0.7680 2.0096
N: -2.0906 -0.6368 1.0558
O: -0.9874 -0.3130 1.4892
O: -2.2920 -0.9786 -0.1592
H: -4.0119 -0.1509 1.5201
H: -2.9822 -0.4899 3.0267
H: -3.6562 -1.7826 2.0342
C: 0.4653 2.7422 -1.9215
N: 0.6651 3.9187 -2.7345
O: 1.5458 3.8560 -3.6091
O: 0.0803 4.9134 -2.3825
H: 1.3709 2.2248 -1.6046
H: -0.1809 2.0169 -2.4159
H: 0.0484 3.1471 -0.9994
C: -2.1829 0.7067 -2.0828
N: -3.5612 0.0242 -2.2397
O: -4.3302 0.4726 -3.0375
O: -3.8195 -0.9261 -1.5306
H: -2.2590 1.7022 -2.5202
H: -1.5451 -0.0388 -2.5579
H: -2.1006 0.9235 -1.0177
C: -0.4907 -2.2763 1.2232
N: -0.3644 -3.5646 1.9074
O: 0.7562 -3.7965 2.3932
O: -1.3214 -4.3210 1.9698
H: 0.2932 -2.3042 0.4664
H: -0.3224 -1.4898 1.9589
H: -1.4506 -2.1558 0.7210
C: 2.8186 2.0032 2.4801
N: 2.5651 1.8805 1.0479
O: 1.5880 2.3881 0.5367
O: 3.4216 1.2569 0.4294
H: 2.3368 1.0704 2.7730
H: 2.1407 2.7539 2.8863
H: 3.8665 2.0960 2.7653

Values from the calculation:
highest occupied orbital energy = -0.34589 hartree
net charge = 0

---

Version c
C7H21N7O14 | ωB97M-V/def2-TZVPD

Positions of all 49 atoms, in Å:
C: 1.7283 -3.5659 2.2232
N: 1.3786 -4.0392 0.8840
O: 1.3500 -5.2376 0.7370
O: 1.1909 -3.2492 -0.0018
H: 0.9033 -3.8499 2.8765
H: 1.7252 -2.4771 2.1703
H: 2.6139 -4.1276 2.5200
C: 0.8149 -0.1605 0.4664
N: 1.1652 1.1957 0.0125
O: 0.6076 1.6861 -0.9797
O: 2.0813 1.7469 0.6390
H: -0.0309 -0.1325 1.1534
H: 1.6755 -0.6367 0.9363
H: 0.5191 -0.6852 -0.4420
C: -2.6011 -0.3314 4.2001
N: -1.1993 -0.6946 4.4616
O: -0.3487 -0.7037 3.5621
O: -0.9692 -1.0588 5.6188
H: -3.0518 -0.0145 5.1406
H: -3.1704 -1.2084 3.8920
H: -2.5446 0.5161 3.5171
C: 0.1479 2.3093 -4.6497
N: 0.0327 3.7483 -4.4709
O: -0.8412 4.2227 -5.0392
O: 0.8959 4.2577 -3.7616
H: 0.8332 1.9395 -3.8870
H: 0.8387 2.1980 -5.4855
H: -0.7637 1.7128 -4.6131
C: 2.0671 4.7806 2.5451
N: 0.7151 5.3723 2.2047
O: 0.6073 6.0398 1.2027
O: -0.2222 4.8032 2.7923
H: 2.0556 4.0429 3.3474
H: 2.6011 5.6956 2.8014
H: 2.5459 4.3878 1.6482
C: 0.7705 -1.3446 -4.7831
N: -0.0626 -1.6944 -3.6046
O: 0.4479 -2.1445 -2.6236
O: -1.2791 -1.5102 -3.7692
H: 0.4271 -0.4734 -5.3409
H: 0.7932 -2.1865 -5.4751
H: 1.7726 -1.0536 -4.4681
C: -2.2277 -2.9048 -0.1566
N: -3.0563 -2.1925 0.8166
O: -2.6648 -1.0498 1.0714
O: -4.0090 -2.7046 1.2926
H: -1.6525 -2.1893 -0.7443
H: -2.9503 -3.3743 -0.8240
H: -1.6603 -3.6603 0.3869

Values from the calculation:
highest occupied orbital energy = -0.39741 hartree
net charge = 0

---

Computed stability ranking, most favorable first: version c, version a, version b

---

Version a
ClH3S | ωB97M-V/def2-TZVPD

Positions of all 5 atoms, in Å:
H: -1.3013 0.3302 0.3521
H: 0.5243 0.3405 1.0300
H: 0.6838 -1.3930 -1.5334
S: -0.4161 1.2557 0.7520
Cl: 0.5093 -0.5334 -0.6007

Values from the calculation:
highest occupied orbital energy = -0.33314 hartree
net charge = 0

---

Version b
ClH3S | ωB97M-V/def2-TZVPD

Positions of all 5 atoms, in Å:
Cl: 1.2774 1.2135 -0.1755
H: 1.8944 0.5963 0.7633
S: -1.5688 -0.8035 0.0811
H: -0.5951 -1.4143 -0.6140
H: -1.0079 0.4078 -0.0549

Values from the calculation:
highest occupied orbital energy = -0.35325 hartree
net charge = 0

---

Computed stability ranking, most favorable first: version b, version a

---

Version a
C5H8N4O4 | ωB97M-V/def2-TZVPD

Positions of all 21 atoms, in Å:
C: -0.2354 1.1770 -1.3806
C: 0.6079 -1.1307 0.9883
C: 0.0514 2.2985 -0.4908
C: -0.4977 -1.7022 1.8936
C: -0.1237 -2.3254 -1.1521
N: -0.2062 -0.0758 -1.2024
N: -0.0774 -1.0650 -0.3995
N: 0.4513 1.8982 0.7287
N: 0.0273 3.7367 -0.8244
O: 0.7879 0.2628 1.2248
O: 0.0821 4.4604 0.1357
O: 0.8313 2.6257 1.6207
O: 0.0517 4.0483 -1.9759
H: -0.3107 1.3685 -2.5500
H: 1.4999 -1.7032 0.8686
H: -0.0063 -1.9716 2.9091
H: -0.8059 -2.7663 1.4148
H: -1.3980 -1.1096 2.0973
H: -0.1238 -3.3085 -0.4559
H: -1.1880 -2.2360 -1.5462
H: 0.5824 -2.4817 -1.9038

Values from the calculation:
highest occupied orbital energy = -0.31222 hartree
net charge = 0

---

Version b
C5H8N4O4 | ωB97M-V/def2-TZVPD

Positions of all 21 atoms, in Å:
C: -0.7756 1.4406 0.9049
C: -0.3054 0.0969 0.5302
N: -1.1495 -0.3944 -0.5197
C: -2.4324 -0.9532 -0.2584
N: -0.5245 -0.7320 -1.5991
C: 0.7652 -0.5938 -1.4667
C: 1.2349 -0.1037 -0.1740
N: 1.9854 1.1509 -0.2146
O: 2.1261 1.7265 -1.2617
O: 2.3825 1.5592 0.8461
N: 2.2279 -1.1648 0.4791
O: 3.3113 -0.8140 0.8301
O: 1.7602 -2.2402 0.6832
H: -0.2415 2.0981 1.5768
H: -1.7371 1.3423 1.3176
H: -1.0381 2.2460 0.1077
H: -0.3661 -0.6416 1.3858
H: -2.8723 -1.5767 -1.1561
H: -2.4502 -1.6576 0.5512
H: -3.1949 -0.1427 -0.1922
H: 1.2943 -0.6458 -2.3701

Values from the calculation:
highest occupied orbital energy = -0.33051 hartree
net charge = 0

---

Computed stability ranking, most favorable first: version b, version a

---

Version a
CH2N2O2 | ωB97M-V/def2-TZVPD

Positions of all 7 atoms, in Å:
C: 1.8628 0.1882 0.5619
N: -0.7558 -0.2468 0.1581
N: -0.7625 -0.2456 -1.0564
O: 0.9243 -0.5162 0.7954
O: -1.6694 -0.1967 0.9154
H: 2.0519 1.1012 0.1046
H: -1.6512 -0.0840 -1.4790

Values from the calculation:
highest occupied orbital energy (alpha / beta) = -0.31776 / -0.32326 hartree
net charge = 0

---

Version b
CH2N2O2 | ωB97M-V/def2-TZVPD

Positions of all 7 atoms, in Å:
C: -0.6066 -1.1295 -1.5059
N: 0.7945 -0.0426 0.5541
N: 0.2048 -0.4324 -0.8718
O: -1.3862 -1.9684 -1.7683
O: -0.1150 -0.4011 1.5003
H: -0.1698 -1.3990 1.5460
H: 0.9094 0.0320 -1.6111

Values from the calculation:
highest occupied orbital energy (alpha / beta) = -0.27845 / -0.27875 hartree
net charge = 0

---

Version c
CH2N2O2 | ωB97M-V/def2-TZVPD

Positions of all 7 atoms, in Å:
C: -2.1787 0.2881 -0.0233
N: -1.2755 0.4631 -0.9544
N: -1.4233 -0.8322 -0.6130
O: -3.1386 0.3173 0.6496
O: -0.3556 -1.4200 0.0326
H: -1.2249 1.6962 0.8735
H: 0.1530 -1.7783 -0.6834

Values from the calculation:
highest occupied orbital energy (alpha / beta) = -0.37710 / -0.37244 hartree
net charge = 0

---

Version d
CH2N2O2 | ωB97M-V/def2-TZVPD

Positions of all 7 atoms, in Å:
N: 1.6296 -0.3277 0.2592
O: -0.9362 0.3389 -0.6818
O: -1.5178 -0.8723 -0.4384
C: 1.0809 0.7831 0.1864
N: 0.2186 1.5414 -0.1556
H: -2.4837 -0.8635 -0.3284
H: 2.0085 -0.5999 1.1587

Values from the calculation:
highest occupied orbital energy (alpha / beta) = -0.37051 / -0.37055 hartree
net charge = 0

---

Computed stability ranking, most favorable first: version b, version a, version d, version c